Molecular formula: C39H35F4N5O4Sm
Method: DFT, wB97M-V/def2-TZVPD

Energy relative to the best compared isomer or geometry (same formula, charge and spin): 0.000 eV
HOMO energy (spin up / spin down): -5.1487 / -5.1462 eV
2S+1: 6
LUMO level (spin up / spin down): 2.17 / 2.17 eV
Total charge: -1
Orbital gap (spin up / spin down): 7.3218 / 7.3187 eV

XYZ file:
```
88
Properties=species:S:1:pos:R:3:forces:R:3
Sm -0.148398 0.660994 -0.010778 0.15 -0.83 -0.01
C -0.355435 -3.681642 1.966863 -0.04 -0.08 0.07
C -0.933522 -2.312157 1.691734 0.00 0.07 0.18
O -0.564254 -1.738448 0.663398 0.06 -0.05 -0.13
C -1.890360 -1.742910 2.625507 0.05 -0.10 -0.04
C -2.413596 -2.524074 3.678121 0.02 -0.02 0.03
C -3.351480 -2.036170 4.548782 -0.03 0.11 -0.04
C -3.799834 -0.706513 4.383110 0.05 -0.07 0.00
C -3.308715 0.089337 3.386244 -0.02 0.00 0.06
C -2.317182 -0.386234 2.471408 0.18 0.07 -0.01
O -1.847967 0.392215 1.583049 -0.19 0.22 -0.18
H 0.378405 -3.909887 1.197956 0.00 0.01 0.01
H -1.134160 -4.448836 1.959716 0.04 0.03 0.02
H 0.128464 -3.686572 2.946064 -0.02 -0.01 -0.05
H -2.064925 -3.542375 3.804249 0.00 0.03 -0.01
H -3.738662 -2.654573 5.348064 0.00 0.02 -0.01
H -4.541096 -0.307291 5.067493 0.00 0.00 -0.01
H -3.631826 1.116156 3.257661 0.01 -0.05 0.01
C -4.487352 -1.808391 -1.185704 0.00 0.02 0.05
C -3.254895 -1.333827 -0.712384 -0.02 0.04 0.01
N -2.383094 -0.701723 -1.466914 0.13 -0.06 0.00
C -2.695493 -0.483525 -2.762071 0.08 0.11 0.08
C -3.895671 -0.929867 -3.330671 -0.11 0.00 -0.09
C -4.801143 -1.610539 -2.500445 -0.04 -0.01 -0.05
C -4.185173 -0.667702 -4.713931 -0.06 -0.08 0.10
C -3.319549 0.022395 -5.476529 0.12 0.08 -0.05
C -2.088288 0.517574 -4.924731 -0.06 -0.02 -0.09
C -1.180573 1.267044 -5.690452 -0.08 -0.01 -0.08
C -0.030965 1.720411 -5.109936 0.07 0.03 0.04
C 0.205148 1.423020 -3.758125 0.00 -0.06 -0.03
N -0.629713 0.729386 -3.013365 0.10 -0.03 0.05
C -1.763701 0.270713 -3.582811 -0.04 0.06 0.15
H -5.163943 -2.309667 -0.505765 0.03 0.01 -0.02
H -2.987630 -1.464987 0.326943 0.01 -0.02 -0.04
H -5.741299 -1.958445 -2.913971 0.01 0.00 0.01
H -5.121053 -1.031131 -5.124752 0.03 0.01 0.03
H -3.537920 0.228154 -6.518887 0.02 0.00 0.03
H -1.408863 1.476983 -6.730355 0.01 0.00 0.03
H 0.691996 2.305838 -5.662302 0.00 -0.01 0.02
H 1.108553 1.764115 -3.268783 -0.01 0.01 0.00
N 0.495923 -1.756810 -2.102041 0.05 -0.08 0.17
C 1.127538 -3.046499 -1.843422 0.07 0.16 0.07
C 2.603692 -3.027424 -2.218842 0.02 0.06 -0.03
C 3.402398 -1.947448 -1.487848 -0.17 -0.06 0.04
C 3.344160 -2.091764 0.039134 -0.12 -0.04 0.04
N 2.325269 -1.223643 0.644154 0.21 0.03 -0.19
H -0.462152 -1.766575 -1.775750 -0.05 -0.02 -0.04
H 0.482608 -1.539461 -3.090272 0.03 0.02 -0.03
H 0.639711 -3.873497 -2.372161 -0.05 -0.10 -0.05
H 1.018823 -3.239854 -0.774911 0.01 0.04 -0.02
H 2.697529 -2.880017 -3.302604 0.00 -0.01 0.03
H 3.024713 -4.015440 -2.001716 0.03 0.00 -0.01
H 2.982772 -0.976919 -1.751841 0.04 0.03 -0.03
H 4.439679 -1.960531 -1.835443 -0.03 -0.04 0.02
H 4.339628 -1.923936 0.465747 0.04 0.05 0.03
H 3.083322 -3.126019 0.291170 0.04 0.00 -0.01
H 2.701789 -0.293815 0.789140 0.00 0.03 0.00
H 2.066248 -1.546870 1.570993 -0.01 -0.02 0.00
F -1.708849 3.285916 -1.786008 -0.01 0.14 -0.13
C -1.922606 2.279114 -0.853383 -0.01 0.09 0.29
F -2.040567 2.968452 0.344279 -0.25 0.42 -0.03
F -3.228322 1.903159 -1.131631 -0.19 0.04 -0.05
F 4.772180 4.707928 -2.233293 0.06 0.06 -0.03
C 3.841628 3.806790 -1.805692 -0.05 -0.05 0.04
C 2.511971 4.171782 -1.783061 -0.03 0.00 0.00
C 1.580109 3.235139 -1.342273 -0.08 0.10 0.04
C 1.903184 1.928350 -0.926889 0.11 -0.05 0.08
C 3.276986 1.652615 -0.967410 0.09 0.01 -0.05
C 4.252205 2.559648 -1.396163 -0.02 -0.05 0.01
H 2.218776 5.170004 -2.091231 0.02 -0.05 0.01
H 0.542695 3.562920 -1.328424 0.04 -0.01 0.01
H 3.650245 0.679826 -0.657646 0.01 0.05 -0.02
H 5.307080 2.306150 -1.409763 -0.04 0.01 0.00
O 1.641112 -1.145110 3.745336 -0.11 -0.05 0.04
C 1.448975 0.041893 3.528861 0.27 0.12 -0.16
N 0.959424 0.595259 2.381455 -0.02 -0.04 -0.09
C 0.941530 1.946671 2.501765 -0.16 0.01 0.08
O 0.530531 2.686575 1.612525 -0.11 -0.10 -0.02
C 1.474185 2.349718 3.849723 0.00 0.01 -0.16
C 1.667025 3.574455 4.446943 0.04 0.10 0.05
C 2.215665 3.581430 5.730647 0.00 -0.08 -0.02
C 2.550538 2.390739 6.371896 -0.03 -0.01 -0.08
C 2.343876 1.157100 5.749841 0.01 0.04 0.11
C 1.801951 1.167095 4.484579 -0.12 -0.12 0.05
H 1.405170 4.492981 3.934958 0.01 -0.05 0.02
H 2.386732 4.524692 6.235093 0.00 -0.01 0.01
H 2.975490 2.424688 7.368114 -0.01 0.01 -0.01
H 2.592556 0.223652 6.240685 0.00 0.03 -0.02
```
Positions in Å, forces in eV/Å.

In the Mulliken picture, each atom carries the following charge in e: number 1, Sm, carries 0.76; number 2, C, carries -2.43; number 3, C, carries 1.28; number 4, O, carries 0.79; number 5, C, carries 1.14; number 6, C, carries -1.16; number 7, C, carries -0.90; number 8, C, carries -0.50; number 9, C, carries -1.36; number 10, C, carries 0.17; number 11, O, carries 0.15; number 12, H, carries 0.22; number 13, H, carries 0.50; number 14, H, carries 0.40; number 15, H, carries 0.34; number 16, H, carries 0.39; number 17, H, carries 0.39; number 18, H, carries 0.49; number 19, C, carries -1.37; number 20, C, carries -0.15; number 21, N, carries 0.67; number 22, C, carries -0.31; number 23, C, carries 1.34; number 24, C, carries -0.85; number 25, C, carries -1.06; number 26, C, carries -1.00; number 27, C, carries 1.31; number 28, C, carries -0.78; number 29, C, carries -1.09; number 30, C, carries -0.34; number 31, N, carries 0.83; number 32, C, carries -0.34; number 33, H, carries 0.50; number 34, H, carries 0.16; number 35, H, carries 0.39; number 36, H, carries 0.38; number 37, H, carries 0.38; number 38, H, carries 0.39; number 39, H, carries 0.47; number 40, H, carries 0.21; number 41, N, carries 0.22; number 42, C, carries 0.20; number 43, C, carries -1.29; number 44, C, carries 0.11; number 45, C, carries -1.05; number 46, N, carries -0.07; number 47, H, carries -0.22; number 48, H, carries 0.23; number 49, H, carries 0.55; number 50, H, carries -0.65; number 51, H, carries 0.40; number 52, H, carries 0.42; number 53, H, carries -0.20; number 54, H, carries 0.40; number 55, H, carries 0.35; number 56, H, carries 0.52; number 57, H, carries 0.17; number 58, H, carries -0.03; number 59, F, carries -0.28; number 60, C, carries 0.24; number 61, F, carries -0.26; number 62, F, carries -0.29; number 63, F, carries -0.38; number 64, C, carries 0.47; number 65, C, carries -1.01; number 66, C, carries 0.01; number 67, C, carries 0.89; number 68, C, carries -0.38; number 69, C, carries -1.01; number 70, H, carries 0.46; number 71, H, carries 0.22; number 72, H, carries -0.08; number 73, H, carries 0.42; number 74, O, carries -0.84; number 75, C, carries -0.15; number 76, N, carries 0.85; number 77, C, carries 0.26; number 78, O, carries -0.60; number 79, C, carries -0.01; number 80, C, carries -0.38; number 81, C, carries -0.53; number 82, C, carries -0.48; number 83, C, carries -0.52; number 84, C, carries 0.10; number 85, H, carries 0.51; number 86, H, carries 0.41; number 87, H, carries 0.39; number 88, H, carries 0.48